Molecular formula: C24H36F4O15
Method: DFT, ωB97M-V with the def2-TZVPD basis set

HOMO-LUMO gap   9.378 eV

The geometry in XYZ format:
```
79
Properties=species:S:1:pos:R:3:lowdin_charge:R:1
C -3.04 2.37 1.54 -0.1288
C -1.71 3.15 1.31 -0.1327
C -1.23 2.62 -0.04 -0.1534
O -1.95 1.37 -0.32 -0.1939
C -2.65 1.04 0.91 -0.2113
H -3.86 2.81 0.93 0.1275
H -3.32 2.35 2.60 0.1032
H -0.96 2.85 2.05 0.1152
H -1.81 4.20 1.42 0.0993
H -0.16 2.44 -0.18 0.1115
H -1.49 3.30 -0.82 0.1028
H -2.01 0.45 1.54 0.0978
H -3.60 0.48 0.68 0.1361
C 5.90 1.82 3.56 -0.1464
C 5.04 1.63 2.30 -0.1802
C 3.81 2.44 2.61 -0.2278
O 4.20 3.47 3.50 -0.1395
C 5.57 3.29 3.86 -0.2022
H 6.96 1.55 3.48 0.1117
H 5.47 1.23 4.37 0.1074
H 4.77 0.65 1.95 0.1046
H 5.59 2.12 1.51 0.1124
H 3.07 1.81 3.02 0.1005
H 3.42 2.94 1.73 0.1160
H 5.70 3.56 4.91 0.1087
H 6.12 4.04 3.25 0.1230
C -3.53 -3.27 0.57 -0.1738
C -2.58 -2.78 -0.46 -0.1661
C -3.03 -3.50 -1.75 -0.1654
O -4.34 -4.03 -1.51 -0.1099
C -4.78 -3.57 -0.27 -0.2049
H -3.72 -2.54 1.34 0.0905
H -3.23 -4.16 1.14 0.1222
H -1.49 -2.92 -0.33 0.1186
H -2.77 -1.72 -0.55 0.0792
H -2.36 -4.31 -2.04 0.1213
H -3.00 -2.80 -2.58 0.0975
H -5.48 -4.26 0.19 0.1211
H -5.24 -2.60 -0.39 0.1175
C -2.40 1.42 -3.52 -0.0301
C -2.74 -0.02 -3.07 -0.2928
O -1.49 -0.67 -3.15 0.1420
C -0.54 0.18 -3.50 -0.5292
O 0.65 -0.10 -3.45 0.1325
O -1.05 1.32 -3.92 0.1227
F -3.54 -0.56 -3.99 0.0938
H -2.50 2.04 -2.65 0.1135
H -3.08 1.68 -4.33 0.1470
H -3.13 0.04 -2.08 0.1362
C -2.24 -1.90 3.84 -0.0258
C -1.62 -1.47 5.13 -0.3579
O -2.30 -0.33 5.46 0.1537
C -3.19 0.08 4.52 -0.5546
O -4.00 0.92 4.59 0.1971
O -3.15 -0.79 3.49 0.0453
F -0.29 -1.26 4.94 0.0813
H -2.82 -2.83 4.05 0.1516
H -1.56 -2.11 3.02 0.1292
H -1.72 -2.15 5.95 0.1675
C 2.75 -0.17 -5.32 -0.0404
C 3.62 -0.57 -4.14 -0.2928
O 4.91 -0.39 -4.66 0.1225
C 4.91 -0.33 -6.02 -0.5386
O 5.90 -0.22 -6.69 0.1582
O 3.64 -0.43 -6.44 0.0815
F 3.41 -1.89 -3.86 0.0599
H 2.36 0.80 -5.36 0.1181
H 1.92 -0.88 -5.41 0.1314
H 3.52 -0.03 -3.19 0.1569
C 1.33 -1.65 -0.92 -0.0049
C 0.43 -0.57 -0.24 -0.3087
O 1.13 0.58 -0.47 0.0988
C 2.47 0.29 -0.61 -0.5649
O 3.31 1.12 -0.53 0.1761
O 2.62 -0.98 -0.83 0.1022
F 0.45 -0.85 1.12 0.0299
H 1.00 -1.79 -1.94 0.1144
H 1.38 -2.56 -0.34 0.1401
H -0.62 -0.48 -0.48 0.1280
```

---

Molecular formula: C24H36FO7PbSi
Method: DFT, ωB97M-V with the def2-TZVPD basis set

Total charge   +1
HOMO-LUMO gap   1.254 eV

The geometry in XYZ format:
```
70
Properties=species:S:1:pos:R:3:lowdin_charge:R:1
C 4.86 0.86 0.75 -0.3248
Si 4.20 0.06 -0.91 0.5598
C 5.59 0.31 -2.21 -0.2230
C 2.58 0.95 -1.32 -0.2299
C 2.73 2.54 -1.28 -0.2481
C 1.59 3.25 -0.45 -0.1985
C 1.59 2.82 1.09 -0.2042
C 0.08 2.94 1.61 -0.1885
C -0.61 1.52 1.49 -0.1805
C -2.05 1.67 0.79 -0.1631
C -3.20 0.93 1.59 -0.0876
C -4.03 -0.10 0.69 -0.3215
C -4.59 0.76 -0.50 -0.0994
C -5.77 0.10 -1.30 -0.1335
C -6.55 1.15 -2.24 -0.1661
F -6.08 2.48 -2.08 -0.0932
O -5.14 -0.39 1.56 0.0679
C -5.11 -1.75 1.88 -0.4447
O -5.98 -2.40 2.33 0.2084
O -3.81 -2.21 1.53 0.0564
C -3.29 -1.45 0.41 -0.1912
C -1.71 -1.55 0.54 -0.0631
O -1.31 -1.59 1.93 -0.1760
O -0.77 -2.83 2.22 -0.0330
C -3.70 -2.34 -0.83 -0.5275
O -4.50 -3.27 -0.75 0.1610
O -3.17 -2.08 -2.02 0.0551
C 4.00 -1.79 -0.51 -0.2608
C 2.98 -2.12 0.52 -0.0648
C 2.84 -3.54 0.87 -0.0479
C 3.68 -4.56 0.24 -0.0519
C 4.66 -4.21 -0.79 -0.0556
C 4.84 -2.79 -1.18 -0.0846
H 4.92 1.99 0.70 0.0109
H 4.18 0.55 1.59 0.0913
H 5.89 0.37 0.95 -0.1409
H 6.20 1.25 -2.02 -0.0548
H 6.32 -0.55 -2.17 0.0342
H 5.14 0.31 -3.25 0.0817
H 1.81 0.66 -0.55 0.0594
H 2.21 0.67 -2.35 0.1036
H 2.63 2.92 -2.35 0.1158
H 3.74 2.90 -0.92 0.0832
H 1.75 4.37 -0.49 0.1225
H 0.61 3.05 -0.96 0.1222
H 1.96 1.76 1.22 0.0748
H 2.26 3.48 1.70 0.1071
H -0.41 3.72 0.96 0.1039
H 0.02 3.33 2.66 0.1123
H 0.05 0.88 0.83 0.0759
H -0.69 0.97 2.47 0.1119
H -1.94 1.13 -0.20 0.0935
H -2.29 2.73 0.52 0.1134
H -3.95 1.69 1.96 0.1333
H -2.77 0.43 2.50 0.1222
H -3.79 1.12 -1.22 0.1317
H -5.00 1.71 -0.04 0.1324
H -5.35 -0.66 -2.02 0.1050
H -6.50 -0.44 -0.63 0.1267
H -7.67 1.06 -2.12 0.1197
H -6.35 0.87 -3.31 0.1164
H -1.14 -0.80 -0.06 0.1230
H -1.42 -2.57 0.13 0.1518
H -1.49 -3.30 2.69 0.1265
H 2.36 -1.31 0.99 0.1000
H 2.10 -3.82 1.66 0.1047
H 3.55 -5.63 0.56 0.1110
H 5.32 -4.96 -1.29 0.1062
H 5.62 -2.57 -1.94 0.0840
Pb 7.27 1.34 0.12 1.4376
```

---

Molecular formula: C24H36N2PtSi
Method: DFT, ωB97M-V with the def2-TZVPD basis set

Expectation value of S²   2.011
2S+1   3
Energy relative to the best compared isomer or geometry (same formula, charge and spin)   0.0 kJ/mol
HOMO-LUMO gap (spin up / spin down)   6.782 / 6.585 eV

The geometry in XYZ format:
```
64
Properties=species:S:1:pos:R:3:lowdin_charge:R:1
C 1.12 2.63 0.90 -0.1892
C 0.12 2.77 -0.16 -0.2972
C -1.19 2.61 0.49 -0.2077
H 0.29 3.05 -1.19 0.0939
C -0.96 2.58 1.91 -0.1349
C 0.43 2.61 2.15 -0.1652
H 0.90 2.76 3.12 0.0965
H 2.19 2.74 0.74 0.1017
H -2.14 2.71 -0.02 0.0912
H -1.75 2.65 2.66 0.1042
Pt 0.04 0.69 0.17 0.8665
C -1.22 -1.95 -3.88 -0.0706
H -2.15 -1.39 -3.76 0.0345
H -1.46 -2.95 -4.29 0.0362
H -0.54 -1.44 -4.57 0.0391
Si 0.03 -0.53 -1.73 0.4945
C 1.77 -0.42 -2.41 -0.3316
C 2.48 0.79 -2.46 -0.1119
H 2.04 1.70 -2.05 0.0868
C 3.75 0.82 -3.06 -0.0850
H 4.28 1.77 -3.13 0.1031
C 4.31 -0.35 -3.58 -0.0916
H 5.28 -0.32 -4.07 0.0996
C 3.61 -1.56 -3.50 -0.0855
H 4.04 -2.47 -3.90 0.1003
C 2.35 -1.60 -2.89 -0.1082
H 1.79 -2.54 -2.81 0.0996
C -1.09 0.73 -2.63 -0.3499
C -0.65 1.33 -3.82 -0.1065
H 0.37 1.13 -4.18 0.1016
C -1.52 2.16 -4.54 -0.0827
H -1.17 2.59 -5.49 0.1031
C -2.79 2.43 -4.05 -0.0929
H -3.47 3.07 -4.61 0.0986
C -3.22 1.88 -2.84 -0.0851
H -4.21 2.10 -2.44 0.1014
C -2.37 1.02 -2.13 -0.1488
H -2.68 0.60 -1.17 0.0951
H -0.34 -1.87 -1.20 -0.0108
H -0.71 -2.09 -2.86 -0.0539
C -0.60 -1.78 1.71 -0.1637
N -1.32 -1.90 2.96 -0.3115
C -2.47 -2.77 2.85 -0.1009
C -1.57 -0.69 3.72 -0.1784
C -0.29 -0.08 4.31 -0.1812
N 0.94 -0.72 3.84 -0.2852
C 2.12 0.11 3.98 -0.0999
C 1.15 -2.04 4.42 -0.0980
H 0.10 -2.63 1.64 0.0966
H -0.01 -0.83 1.64 -0.0007
H -1.30 -1.85 0.85 0.0448
H -2.96 -2.83 3.83 0.0817
H -3.21 -2.40 2.11 0.0838
H -2.15 -3.77 2.54 0.0871
H -2.08 0.07 3.11 0.1080
H -2.22 -0.97 4.55 0.1121
H -0.26 0.99 4.06 0.0841
H -0.35 -0.17 5.42 0.1173
H 2.32 0.35 5.04 0.0872
H 2.98 -0.45 3.59 0.0857
H 2.00 1.04 3.41 0.0499
H 1.22 -1.98 5.52 0.0844
H 0.32 -2.69 4.15 0.0747
H 2.09 -2.44 4.03 0.0838
```

---

Molecular formula: C24H36N2SiTi
Method: DFT, ωB97M-V with the def2-TZVPD basis set

Expectation value of S²   0.758
2S+1   2
Energy relative to the best compared isomer or geometry (same formula, charge and spin)   0.0 kJ/mol
Total charge   +1
HOMO-LUMO gap (spin up / spin down)   7.574 / 7.872 eV

The geometry in XYZ format:
```
64
Properties=species:S:1:pos:R:3:lowdin_charge:R:1
C -1.39 -1.01 -1.10 -0.1390
C -0.27 -1.66 -1.71 -0.1371
C 0.36 -2.50 -0.74 -0.1338
H 0.02 -1.60 -2.76 0.1258
C -0.44 -2.47 0.45 -0.1931
C -1.53 -1.54 0.23 -0.1682
H -2.42 -1.41 0.86 0.1178
H -2.09 -0.33 -1.60 0.1333
H 1.24 -3.13 -0.90 0.1204
H -0.35 -3.16 1.29 0.1216
Ti 0.36 -0.44 0.24 0.7627
C 3.40 1.51 -0.52 -0.1859
H 3.94 0.65 -0.10 0.0341
H 2.98 2.11 0.30 -0.0137
H 4.13 2.13 -1.07 0.0340
Si 2.04 0.98 -1.90 0.6224
C 1.27 2.32 -2.95 -0.3199
C 0.26 1.93 -3.85 -0.1125
H 0.04 0.87 -4.00 0.1001
C -0.47 2.88 -4.57 -0.0731
H -1.26 2.55 -5.23 0.1096
C -0.14 4.23 -4.44 -0.0719
H -0.68 4.98 -5.03 0.1110
C 0.90 4.62 -3.58 -0.0741
H 1.18 5.67 -3.52 0.1084
C 1.61 3.67 -2.84 -0.1012
H 2.45 3.95 -2.21 0.1064
C 2.86 -0.39 -2.86 -0.2829
C 2.85 -0.37 -4.26 -0.0878
H 2.50 0.52 -4.79 0.0999
C 3.24 -1.51 -4.97 -0.0708
H 3.18 -1.52 -6.06 0.1081
C 3.69 -2.65 -4.29 -0.0757
H 3.97 -3.55 -4.85 0.1078
C 3.75 -2.65 -2.90 -0.0804
H 4.09 -3.54 -2.36 0.1080
C 3.34 -1.52 -2.18 -0.1214
H 3.37 -1.53 -1.09 0.0866
H 1.89 0.11 -0.21 -0.0441
H 0.66 0.34 -1.87 0.0026
C -0.66 2.26 0.05 -0.0588
N -0.34 2.86 1.35 -0.2845
C -0.42 4.31 1.30 -0.0732
C 0.91 2.42 1.97 -0.1739
C 0.90 1.08 2.70 -0.1523
N -0.10 0.06 2.25 -0.3497
C 0.23 -1.17 3.01 -0.0820
C -1.46 0.49 2.69 -0.0384
H -0.70 1.14 0.16 0.0257
H -1.67 2.59 -0.23 0.1205
H 0.03 2.57 -0.75 0.0760
H -0.19 4.71 2.29 0.0942
H 0.28 4.75 0.57 0.0961
H -1.44 4.61 1.03 0.0928
H 1.73 2.43 1.24 0.0797
H 1.14 3.17 2.74 0.1312
H 1.91 0.63 2.63 0.1338
H 0.70 1.27 3.77 0.1341
H 0.40 -0.90 4.06 0.1127
H -0.58 -1.90 2.97 0.0967
H 1.15 -1.63 2.62 0.1065
H -1.48 0.48 3.79 0.1121
H -1.68 1.49 2.33 0.0904
H -2.21 -0.21 2.32 0.0766
```

---

Question: Which formula does entry 3 have?
Answer: C24H36N2PtSi

---

Repeat the fourth record exactly.
Molecular formula: C24H36N2SiTi
Method: DFT, ωB97M-V with the def2-TZVPD basis set

Expectation value of S²   0.758
2S+1   2
Energy relative to the best compared isomer or geometry (same formula, charge and spin)   0.0 kJ/mol
Total charge   +1
HOMO-LUMO gap (spin up / spin down)   7.574 / 7.872 eV

The geometry in XYZ format:
```
64
Properties=species:S:1:pos:R:3:lowdin_charge:R:1
C -1.39 -1.01 -1.10 -0.1390
C -0.27 -1.66 -1.71 -0.1371
C 0.36 -2.50 -0.74 -0.1338
H 0.02 -1.60 -2.76 0.1258
C -0.44 -2.47 0.45 -0.1931
C -1.53 -1.54 0.23 -0.1682
H -2.42 -1.41 0.86 0.1178
H -2.09 -0.33 -1.60 0.1333
H 1.24 -3.13 -0.90 0.1204
H -0.35 -3.16 1.29 0.1216
Ti 0.36 -0.44 0.24 0.7627
C 3.40 1.51 -0.52 -0.1859
H 3.94 0.65 -0.10 0.0341
H 2.98 2.11 0.30 -0.0137
H 4.13 2.13 -1.07 0.0340
Si 2.04 0.98 -1.90 0.6224
C 1.27 2.32 -2.95 -0.3199
C 0.26 1.93 -3.85 -0.1125
H 0.04 0.87 -4.00 0.1001
C -0.47 2.88 -4.57 -0.0731
H -1.26 2.55 -5.23 0.1096
C -0.14 4.23 -4.44 -0.0719
H -0.68 4.98 -5.03 0.1110
C 0.90 4.62 -3.58 -0.0741
H 1.18 5.67 -3.52 0.1084
C 1.61 3.67 -2.84 -0.1012
H 2.45 3.95 -2.21 0.1064
C 2.86 -0.39 -2.86 -0.2829
C 2.85 -0.37 -4.26 -0.0878
H 2.50 0.52 -4.79 0.0999
C 3.24 -1.51 -4.97 -0.0708
H 3.18 -1.52 -6.06 0.1081
C 3.69 -2.65 -4.29 -0.0757
H 3.97 -3.55 -4.85 0.1078
C 3.75 -2.65 -2.90 -0.0804
H 4.09 -3.54 -2.36 0.1080
C 3.34 -1.52 -2.18 -0.1214
H 3.37 -1.53 -1.09 0.0866
H 1.89 0.11 -0.21 -0.0441
H 0.66 0.34 -1.87 0.0026
C -0.66 2.26 0.05 -0.0588
N -0.34 2.86 1.35 -0.2845
C -0.42 4.31 1.30 -0.0732
C 0.91 2.42 1.97 -0.1739
C 0.90 1.08 2.70 -0.1523
N -0.10 0.06 2.25 -0.3497
C 0.23 -1.17 3.01 -0.0820
C -1.46 0.49 2.69 -0.0384
H -0.70 1.14 0.16 0.0257
H -1.67 2.59 -0.23 0.1205
H 0.03 2.57 -0.75 0.0760
H -0.19 4.71 2.29 0.0942
H 0.28 4.75 0.57 0.0961
H -1.44 4.61 1.03 0.0928
H 1.73 2.43 1.24 0.0797
H 1.14 3.17 2.74 0.1312
H 1.91 0.63 2.63 0.1338
H 0.70 1.27 3.77 0.1341
H 0.40 -0.90 4.06 0.1127
H -0.58 -1.90 2.97 0.0967
H 1.15 -1.63 2.62 0.1065
H -1.48 0.48 3.79 0.1121
H -1.68 1.49 2.33 0.0904
H -2.21 -0.21 2.32 0.0766
```